(1)
Computed, not measured: C22H15GeNOS4SeV as an isolated structure, with wB97M-V/def2-TZVPD.

Element x y z (Å)
1 Se 6.13 5.38 9.75
2 Ge 4.41 5.01 15.57
3 V 4.67 6.80 13.83
4 S 3.97 10.27 16.74
5 S 6.97 9.81 16.41
6 S 6.59 7.73 14.27
7 S 3.30 8.35 14.42
8 O 5.85 11.46 18.18
9 N 4.24 6.19 12.02
10 C 7.33 2.19 14.26
11 C 5.84 3.57 15.55
12 C 5.81 6.55 17.68
13 C 1.14 2.18 15.37
14 C 3.67 6.56 19.44
15 C 2.43 2.71 15.23
16 C 2.65 4.05 15.58
17 C 0.32 4.26 16.23
18 C 1.58 4.85 16.05
19 C 6.43 3.09 16.72
20 C 5.64 10.67 17.25
21 C 4.72 7.46 19.63
22 C 6.31 3.15 14.31
23 C 7.43 2.10 16.64
24 C 4.50 9.16 15.47
25 C 7.86 1.63 15.39
26 C 5.86 8.90 15.40
27 C 3.61 5.79 18.28
28 C 4.66 5.81 17.38
29 C 4.91 5.82 11.05
30 C 5.79 7.42 18.73
31 C 0.08 2.93 15.88
32 H 7.84 1.66 17.52
33 H 3.25 2.10 14.90
34 H -0.44 4.86 16.69
35 H 1.79 5.84 16.37
36 H 6.67 8.07 18.92
37 H 2.76 5.10 18.14
38 H 4.76 8.15 20.48
39 H 7.75 1.89 13.29
40 H 0.96 1.13 15.06
41 H 8.57 0.84 15.31
42 H 6.63 6.54 16.97
43 H 5.90 3.58 13.38
44 H -0.91 2.47 16.01
45 H 6.14 3.49 17.67
46 H 2.88 6.49 20.22

Calculated values
Lowest unoccupied orbital energy (alpha / beta) (eV): 2.3005 / 2.5771
ΔE to the lowest compared entry with this formula, charge and spin (kcal per mole): 0.0
2S+1: 3
Net charge: -1
HOMO level (alpha / beta) (eV): -5.07 / -5.23
Kohn-Sham gap (alpha / beta) (eV): 7.37 / 7.81
⟨S²⟩: 2.0375


(2)
Computed, not measured: C22H15InN4O4 as an isolated structure, with wB97M-V/def2-TZVPD.

Element x y z (Å)
1 In 0.29 0.04 0.00
2 O -1.17 1.45 0.00
3 O -7.23 -0.05 0.00
4 O -1.20 -1.47 0.00
5 O -7.31 2.10 0.00
6 N 0.95 -0.07 2.18
7 N 0.95 -0.06 -2.19
8 N 2.42 -0.57 0.00
9 N -6.74 1.04 0.00
10 C 2.83 -0.33 -3.62
11 C -4.64 2.36 0.00
12 C 2.23 -0.43 2.37
13 C 2.95 -0.91 -1.17
14 C -2.47 1.27 0.00
15 C 4.12 -1.68 -1.21
16 C 0.73 0.44 4.49
17 C -2.44 -1.25 0.00
18 C -3.27 2.43 0.00
19 C 2.82 -0.34 3.62
20 C 0.74 0.45 -4.49
21 C -5.27 1.10 0.00
22 C 2.23 -0.42 -2.37
23 C -4.54 -0.05 0.00
24 C 2.07 0.12 -4.69
25 C 4.68 -2.08 0.00
26 C 4.11 -1.69 1.21
27 C 0.22 0.34 -3.21
28 C 2.06 0.10 4.70
29 C -3.12 -0.01 0.00
30 C 2.95 -0.91 1.17
31 C 0.21 0.34 3.21
32 H 5.57 -2.69 0.00
33 H 4.56 -2.00 -2.14
34 H -5.06 -1.00 0.00
35 H -5.24 3.25 0.00
36 H 0.10 0.77 5.30
37 H 3.86 -0.60 3.76
38 H 4.55 -2.01 2.14
39 H -0.82 0.59 -3.00
40 H 2.51 0.21 -5.67
41 H 0.11 0.79 -5.30
42 H -3.08 -2.15 0.00
43 H 2.50 0.18 5.68
44 H -2.76 3.38 0.00
45 H 3.87 -0.58 -3.75
46 H -0.82 0.59 2.99

Calculated values
Lowest unoccupied orbital energy (eV): -7.1788
Net charge: +2
HOMO level (eV): -14.67
Kohn-Sham gap (eV): 7.50